(1)
{
  "formula": "C11H10Cl2O",
  "method": "ωB97M-V/def2-TZVPD",
  "elements": ["C", "C", "C", "C", "C", "C", "C", "C", "C", "C", "C", "O", "Cl", "Cl", "H", "H", "H", "H", "H", "H", "H", "H", "H", "H"],
  "positions_angstrom": [[0.635, 0.002, 3.283], [1.395, -0.547, 2.286], [-0.374, 0.927, 2.954], [1.158, -0.290, 0.988], [-0.762, 1.140, 1.626], [0.049, 0.541, 0.674], [-0.401, 1.843, -1.516], [-0.902, -0.483, -1.318], [-0.456, 0.615, -0.769], [2.826, 0.334, -1.325], [-1.137, -0.649, -2.747], [-0.429, 2.992, -1.172], [4.168, -0.606, -1.051], [2.666, 0.849, -2.940], [0.864, -0.256, 4.283], [2.059, -1.387, 2.629], [-0.883, 1.505, 3.712], [1.692, -0.781, 0.147], [-1.475, 1.965, 1.352], [-0.397, 1.670, -2.621], [-1.260, -1.327, -0.613], [-0.217, -1.049, -3.142], [-1.413, 0.336, -3.105], [-1.834, -1.411, -2.919]],
  "e_above_lowest_kj_mol": 162.71,
  "molar_mass_g_mol": 229.106
}



(2)
{
  "formula": "C24H32BrN9O3PdS2",
  "method": "ωB97M-V/def2-TZVPD",
  "elements": ["Pd", "C", "N", "C", "C", "S", "N", "C", "C", "H", "H", "H", "H", "H", "H", "H", "H", "H", "H", "H", "H", "C", "C", "C", "C", "N", "N", "C", "H", "H", "H", "H", "H", "H", "H", "H", "Br", "C", "C", "C", "C", "C", "C", "C", "O", "O", "H", "H", "H", "H", "S", "C", "N", "C", "C", "C", "N", "H", "H", "H", "H", "H", "H", "H", "H", "O", "N", "C", "C", "N", "C", "N"],
  "positions_angstrom": [[0.243, 0.608, 0.206], [3.356, 0.892, 3.393], [2.768, 2.149, 2.900], [3.685, 2.880, 2.031], [1.428, 2.281, 2.732], [0.777, 2.929, 1.265], [0.617, 1.890, 3.710], [1.050, 1.665, 5.085], [-0.802, 1.642, 3.464], [3.897, 0.421, 2.570], [2.588, 0.197, 3.703], [4.051, 1.083, 4.213], [4.666, 2.859, 2.506], [3.368, 3.912, 1.919], [3.757, 2.422, 1.043], [1.997, 2.159, 5.271], [1.138, 0.601, 5.310], [0.302, 2.098, 5.749], [-0.939, 0.987, 2.611], [-1.337, 2.575, 3.289], [-1.206, 1.142, 4.341], [-1.188, 5.318, -2.270], [-1.548, 3.928, -1.865], [-2.763, 3.299, -1.703], [-2.470, 1.972, -1.326], [-1.152, 1.806, -1.252], [-0.619, 2.996, -1.606], [-3.449, 0.878, -1.051], [-2.051, 5.972, -2.163], [-0.860, 5.353, -3.310], [-0.381, 5.711, -1.647], [-3.743, 3.726, -1.847], [0.381, 3.117, -1.540], [-4.445, 1.195, -1.356], [-3.465, 0.624, 0.008], [-3.189, -0.029, -1.598], [-3.160, -2.539, 2.711], [-2.986, -3.281, 0.980], [-3.691, -4.460, 0.771], [-3.623, -5.115, -0.446], [-2.827, -4.608, -1.461], [-2.109, -3.447, -1.240], [-2.176, -2.752, -0.031], [-1.359, -1.488, 0.065], [-0.432, -1.308, -0.792], [-1.583, -0.645, 0.958], [-4.284, -4.867, 1.579], [-4.185, -6.029, -0.594], [-2.760, -5.118, -2.413], [-1.458, -3.048, -2.005], [2.329, 0.969, -1.122], [1.933, -0.075, -2.436], [0.743, -0.007, -3.037], [0.246, -1.065, -3.913], [1.398, -1.626, -4.722], [2.497, -2.062, -3.771], [2.827, -0.959, -2.868], [0.054, 0.538, -2.540], [-0.518, -0.638, -4.559], [-0.213, -1.849, -3.307], [1.778, -0.867, -5.409], [1.058, -2.478, -5.308], [3.399, -2.339, -4.312], [2.176, -2.925, -3.182], [3.591, -1.109, -2.227], [1.034, -0.367, 2.103], [0.722, -1.533, 2.525], [1.129, -2.552, 1.819], [2.042, -2.459, 0.704], [2.815, -2.365, -0.142], [0.728, -3.862, 2.264], [0.406, -4.922, 2.574]],
  "e_above_lowest_kj_mol": 0.00,
  "molar_mass_g_mol": 745.038,
  "multiplicity": 3
}



(3)
{
  "formula": "C5H8O",
  "method": "ωB97M-V/def2-TZVPD",
  "elements": ["O", "C", "C", "C", "C", "C", "H", "H", "H", "H", "H", "H", "H", "H"],
  "positions_angstrom": [[1.602, -0.500, 1.391], [0.548, -0.466, 0.613], [-0.956, -0.245, 0.851], [-0.744, 0.174, -0.619], [0.368, 1.172, -0.282], [0.229, -1.012, -0.789], [1.361, 0.576, 0.714], [-1.243, 0.533, 1.564], [-1.512, -1.174, 1.015], [-1.546, 0.422, -1.315], [1.056, 1.402, -1.103], [0.051, 2.053, 0.285], [-0.219, -2.011, -0.776], [1.007, -0.924, -1.552]],
  "e_above_lowest_kj_mol": 494.05,
  "molar_mass_g_mol": 84.118
}



(4)
{
  "formula": "C9H11N3O7S",
  "method": "ωB97M-V/def2-TZVPD",
  "elements": ["O", "C", "O", "C", "O", "C", "O", "N", "C", "C", "C", "N", "N", "S", "C", "O", "C", "O", "C", "O", "H", "H", "H", "H", "H", "H", "H", "H", "H", "H", "H"],
  "positions_angstrom": [[1.245, 2.855, -2.173], [0.939, 2.565, -1.035], [-0.249, 2.899, -0.446], [1.845, 1.596, -0.219], [1.176, 1.067, 0.939], [0.496, -0.200, 0.836], [-0.650, -0.031, -0.045], [-1.878, -0.108, 0.661], [-2.911, -0.564, -0.019], [-4.198, -0.716, 0.610], [-4.532, -0.353, 1.894], [-5.828, -0.651, 2.284], [-6.466, -1.242, 1.338], [-5.604, -1.474, -0.139], [1.473, -1.324, 0.321], [1.952, -2.105, 1.403], [2.698, -0.745, -0.401], [3.202, -1.638, -1.390], [2.331, 0.483, -1.171], [3.553, 0.893, -1.845], [-0.307, 2.324, 0.340], [2.694, 2.225, 0.092], [0.182, -0.504, 1.838], [-2.785, -0.889, -1.025], [-3.854, 0.116, 2.591], [0.880, -1.970, -0.329], [2.520, -2.853, 1.088], [3.471, -0.471, 0.302], [3.726, -1.083, -1.978], [1.508, 0.243, -1.867], [3.371, 1.659, -2.456]],
  "e_above_lowest_kj_mol": 0.00,
  "smiles": "O=C(O)[C@H]1O[C@@H](O/N=C/c2cnns2)[C@H](O)[C@@H](O)[C@@H]1O",
  "molar_mass_g_mol": 305.268
}



Please write out number 1 again, unchanged.
{
  "formula": "C11H10Cl2O",
  "method": "ωB97M-V/def2-TZVPD",
  "elements": ["C", "C", "C", "C", "C", "C", "C", "C", "C", "C", "C", "O", "Cl", "Cl", "H", "H", "H", "H", "H", "H", "H", "H", "H", "H"],
  "positions_angstrom": [[0.635, 0.002, 3.283], [1.395, -0.547, 2.286], [-0.374, 0.927, 2.954], [1.158, -0.290, 0.988], [-0.762, 1.140, 1.626], [0.049, 0.541, 0.674], [-0.401, 1.843, -1.516], [-0.902, -0.483, -1.318], [-0.456, 0.615, -0.769], [2.826, 0.334, -1.325], [-1.137, -0.649, -2.747], [-0.429, 2.992, -1.172], [4.168, -0.606, -1.051], [2.666, 0.849, -2.940], [0.864, -0.256, 4.283], [2.059, -1.387, 2.629], [-0.883, 1.505, 3.712], [1.692, -0.781, 0.147], [-1.475, 1.965, 1.352], [-0.397, 1.670, -2.621], [-1.260, -1.327, -0.613], [-0.217, -1.049, -3.142], [-1.413, 0.336, -3.105], [-1.834, -1.411, -2.919]],
  "e_above_lowest_kj_mol": 162.71,
  "molar_mass_g_mol": 229.106
}